(1)
# C2H3N3S3

A cluster of 2 separate species, C2H3N3S3 in total (ωB97M-V/def2-TZVPD, OMol25).

Structure (XYZ):
```
11
Properties=species:S:1:pos:R:3:forces:R:3
C -0.18228 -1.43253 0.74459 -0.3312 -0.7258 1.0430
C -0.22966 0.73394 0.52139 -0.1028 -0.5924 0.4764
N 0.31629 -1.11691 -0.44007 0.1923 -0.5599 -0.3295
N 0.28837 0.19196 -0.57050 0.0528 0.7185 -0.0849
N -0.53361 -0.26228 1.39267 0.0568 0.8478 -0.3574
S -0.37814 -2.96096 1.40647 0.0629 0.1662 -0.1364
S 0.78103 0.47826 -3.03811 -0.0992 0.5871 -0.6728
S -0.47580 2.41954 0.81613 -0.1270 0.0284 0.2950
H -0.92341 -0.18133 2.32034 0.0261 -0.1068 -0.1529
H 1.40946 -0.65165 -2.75246 0.1561 -0.3421 0.1625
H -0.07225 2.78198 -0.40046 0.1131 -0.0209 -0.2431
```
Positions in Å, forces in eV/Å.

Results
energy relative to the best compared isomer or geometry (same formula, charge and spin) = 1.1652 eV
gap between HOMO and LUMO (alpha / beta) = 7.741 / 6.054 eV
LUMO energy (alpha / beta) = -0.87 / -2.75 eV

---

(2)
# C7H7NO

An isolated molecule of C7H7NO (ωB97M-V/def2-TZVPD, OMol25).

Structure (XYZ):
```
16
Properties=species:S:1:pos:R:3:forces:R:3
N 3.43425 -0.27430 0.15992 -10.4705 -0.9668 0.7636
C 2.16317 -0.33783 0.24465 9.2527 2.1761 -0.6262
C 0.73634 0.09542 0.14831 -2.1938 0.6317 0.8566
C 0.47137 1.64552 -0.18797 -0.0986 0.5702 -1.1582
O -0.47074 2.31429 0.18852 1.9864 -1.5173 -0.2010
C -0.30660 -0.31864 1.26952 -0.1738 -0.3616 3.0141
C -1.66159 -0.72179 0.53297 3.6569 0.8134 2.2505
C -1.42032 -0.62345 -0.77462 2.0768 -1.1319 2.6166
C 0.07441 -0.49573 -1.14180 0.0560 1.3997 -0.1989
H 1.10516 1.96170 -1.11850 -0.5873 -0.1409 1.5083
H 0.16532 -1.00604 2.08878 -0.8547 0.2372 -1.9945
H -0.63534 0.47109 2.06190 0.8825 -0.3552 -1.9393
H -2.46940 -0.89269 1.29666 0.2970 0.2129 -1.8514
H -2.24364 -0.76221 -1.32746 -2.2753 -0.4025 -3.1733
H 0.28678 0.20068 -1.96792 -0.5841 0.2812 0.0596
H 0.77083 -1.25601 -1.47294 -0.9702 -1.4459 0.0735
```
Positions in Å, forces in eV/Å.

Results
energy relative to the best compared isomer or geometry (same formula, charge and spin) = 3.3284 eV
gap between HOMO and LUMO = 10.341 eV
structure (SMILES) = N#CC1(C=O)CC=CC1
LUMO energy = 0.47 eV

---

(3)
# C9H20N2OP

A cluster of 2 separate species, C9H20N2OP in total (ωB97M-V/def2-TZVPD, OMol25).

Structure (XYZ):
```
33
Properties=species:S:1:pos:R:3:forces:R:3
C 0.45924 -1.87168 -0.43141 -0.1190 -0.6169 -0.0033
C 3.27857 -0.50865 -0.77602 -1.2091 0.3912 -0.6008
C 3.88460 0.86362 -0.45020 0.3628 -0.4003 -0.8720
C 2.52678 0.42367 0.11842 0.1082 1.8071 0.7162
C -4.09865 -1.20439 0.23233 2.5623 -1.8638 -2.0972
C -3.05922 -0.08553 0.54400 -1.3712 0.5012 1.8935
C -2.26083 0.48318 -0.58252 2.8115 0.4975 -0.0793
C -1.57093 1.84470 -0.21094 0.5544 0.2363 -0.3341
C 1.25029 1.08540 -0.34459 0.6908 -2.4151 0.3520
N 0.47157 -0.78577 -1.08763 0.7920 0.4505 3.1041
N 2.44792 0.06854 1.52470 -1.7803 0.1833 0.0121
O 0.61552 -2.02330 0.85758 -0.1043 -0.1329 -0.1886
P 0.05677 1.76542 0.68413 -0.8886 0.9021 0.6350
H 0.33177 -2.85683 -0.82723 -0.4075 -0.4297 -0.9381
H 2.70516 -0.61207 -1.73624 1.4028 0.0431 0.7938
H 3.45906 -1.46229 -0.26412 0.6080 0.5132 -0.3244
H 4.75983 0.98617 0.23278 -1.0533 -0.3131 -0.5128
H 3.91020 1.55901 -1.32268 -0.1362 -0.5837 0.9527
H -4.93355 -1.07932 -0.52060 0.9718 0.4544 1.1580
H -3.45432 -2.14186 -0.21030 -1.4972 2.0997 0.9137
H -4.38867 -1.55464 1.19290 -1.0010 -0.3704 0.5489
H -2.48405 -0.43233 1.44703 0.2112 -0.1607 -1.2166
H -3.53113 0.79013 1.07274 -0.3279 -0.6234 -0.8021
H -1.35786 -0.16222 -0.90067 -2.2820 0.8116 0.3116
H -2.86537 0.73900 -1.43502 -0.4297 -0.3061 -0.4179
H -1.38854 2.49429 -1.10026 0.1224 -0.6523 0.3930
H -2.13351 2.52589 0.42566 -0.4780 -0.2757 0.1870
H 1.15161 1.49715 -1.33094 0.4678 0.0636 -0.4747
H 0.25908 -0.82811 -2.01842 -0.4961 -0.5423 -2.9599
H 3.26326 -0.01012 2.09509 0.9684 -0.2084 -0.3371
H 0.91780 -1.20940 1.26656 0.6808 0.7780 0.6878
H 1.87557 0.75001 2.00775 0.2580 0.1305 0.1639
H -0.09798 0.95233 1.84815 0.0079 0.0317 -0.6644
```
Positions in Å, forces in eV/Å.

Results
energy relative to the best compared isomer or geometry (same formula, charge and spin) = 1.9727 eV
gap between HOMO and LUMO = 8.707 eV
LUMO energy = -4.38 eV
charge = +1